No. 1
91
Properties=species:S:1:pos:R:3:forces:R:3 method="wB97M-V/def2-TZVPD" orbital_gap_ev="3.47 / 5.66" charge=-2 relative_energy_kcal_mol=11.33 spin_multiplicity=2 total_energy_ha=-2704.40713 s_squared=0.7643
K -0.4168 0.0175 -0.0231 0.7 -0.4 0.5
C 3.0012 -2.8175 1.1979 0.0 0.0 0.1
C 1.8525 -2.2654 2.0127 0.0 0.0 -0.1
C 0.5611 -2.7995 1.9113 0.1 0.0 -0.2
C 0.2237 -3.8162 0.8383 0.0 0.0 0.0
C -0.4451 -2.3353 2.7629 -0.2 -0.1 -0.1
C -1.8438 -2.9031 2.6614 0.0 0.0 0.0
C -0.1846 -1.3238 3.6908 0.0 0.1 0.1
C -1.3261 -0.8448 4.5595 0.0 0.0 0.0
C 1.0932 -0.7569 3.7558 0.0 0.0 0.0
C 1.4194 0.3463 4.7386 0.0 0.0 -0.1
C 2.0968 -1.2049 2.8890 0.0 0.1 0.0
C 3.4448 -0.5175 2.8639 -0.1 0.0 0.0
H 3.9060 -2.8641 1.8058 0.0 0.0 0.0
H 3.2224 -2.1970 0.3274 0.0 0.0 0.1
H 2.7950 -3.8244 0.8415 0.0 0.0 0.0
H 0.1720 -4.8360 1.2352 0.0 0.0 0.0
H 0.9524 -3.8045 0.0309 0.0 0.0 0.0
H -0.7388 -3.5878 0.3788 0.0 0.0 0.0
H -1.8396 -3.9132 2.2551 0.0 0.0 0.0
H -2.4719 -2.2832 2.0120 0.0 0.0 0.0
H -2.3291 -2.9414 3.6363 0.0 0.0 0.0
H -1.6300 -1.6165 5.2752 0.0 0.0 0.0
H -2.1913 -0.5966 3.9430 0.0 0.0 0.0
H -1.0814 0.0539 5.1155 0.0 0.0 0.0
H 2.4433 0.2533 5.1015 0.0 0.0 0.0
H 0.7670 0.3281 5.6081 0.0 0.0 0.0
H 1.3202 1.3328 4.2725 0.0 0.0 0.0
H 4.1470 -0.9493 3.5869 0.0 0.0 0.0
H 3.3471 0.5435 3.0894 0.0 0.0 0.0
H 3.8972 -0.5853 1.8765 0.0 0.0 0.0
N -2.3137 1.7259 -1.3808 -0.2 0.0 -0.2
C -3.6706 1.8953 -1.1284 0.0 -0.1 0.1
C -4.6052 1.6304 -2.1355 0.0 0.0 0.1
C -5.9604 1.8450 -1.9355 0.0 0.0 0.0
C -6.4127 2.3403 -0.7198 0.0 0.0 0.0
C -5.4871 2.5914 0.2886 0.0 0.0 0.0
C -4.1224 2.3717 0.1273 0.1 0.0 0.0
C -3.1770 2.5944 1.2740 -0.1 0.0 -0.1
C -3.3263 3.7587 2.0382 0.0 0.0 0.0
C -2.5115 3.9938 3.1411 0.0 -0.1 -0.1
C -1.5387 3.0546 3.4644 -0.1 0.0 -0.1
C -1.4061 1.9131 2.6753 0.0 0.1 0.0
C -2.1964 1.6128 1.5526 0.0 0.1 0.2
H -2.0943 0.8770 -1.9025 -0.1 0.1 0.0
H -1.8077 1.7535 -0.5027 -0.2 0.2 0.0
H -4.2406 1.2516 -3.0845 0.0 0.0 0.0
H -6.6615 1.6223 -2.7321 0.0 0.0 0.0
H -7.4705 2.5070 -0.5485 0.0 0.0 0.0
H -5.8367 2.9373 1.2560 0.0 0.0 0.0
H -4.0724 4.4972 1.7571 0.0 0.0 0.0
H -2.6216 4.9017 3.7234 0.0 0.0 0.0
H -0.8834 3.2205 4.3162 0.0 0.0 0.0
H -0.6109 1.2165 2.9490 0.0 0.1 0.0
C 3.3872 -0.1342 -4.0278 -0.1 0.1 -0.1
Si 3.1687 -0.4256 -2.1663 0.0 0.0 -0.1
C 4.9297 -0.7205 -1.5138 0.1 0.0 0.1
C 2.2415 -2.0696 -2.0360 -0.1 0.0 0.0
N 2.3453 0.7609 -1.3126 -0.3 0.2 0.2
C 2.4959 2.0960 -1.3176 0.1 -0.1 0.0
C 3.4625 2.8467 -2.0478 0.0 0.0 0.0
C 3.5330 4.2338 -2.0101 -0.1 0.0 0.0
C 2.6547 4.9819 -1.2355 0.0 -0.1 0.0
C 1.6991 4.2955 -0.4807 0.0 0.0 0.0
C 1.6520 2.9281 -0.5307 0.1 -0.1 0.0
F 0.7248 2.2983 0.2450 0.0 0.2 0.1
H 3.7329 -1.0429 -4.5331 0.0 0.0 0.0
H 4.0967 0.6701 -4.2477 0.0 -0.1 0.0
H 2.4214 0.1461 -4.4648 0.1 0.0 0.0
H 5.3657 -1.6517 -1.8947 0.0 0.1 0.0
H 4.9133 -0.7732 -0.4188 0.1 0.0 -0.1
H 5.5948 0.1051 -1.7905 0.0 0.0 0.0
H 2.9083 -2.9046 -1.7888 -0.1 0.1 0.0
H 1.7491 -2.3112 -2.9836 0.0 0.0 0.1
H 1.4517 -2.0162 -1.2787 0.1 0.0 -0.1
H 4.1652 2.2907 -2.6603 0.0 0.1 0.0
H 4.2905 4.7408 -2.6005 0.0 0.0 0.0
H 2.7031 6.0634 -1.2147 0.0 0.0 0.0
H 0.9843 4.8161 0.1466 0.0 0.0 0.0
O -1.3219 -1.1969 -1.8318 -0.2 -0.4 -0.6
N -1.4150 -1.9465 -2.9471 0.0 0.1 0.2
C -0.7531 -1.5789 -4.0993 0.0 0.0 0.0
C -0.8165 -2.3454 -5.2241 -0.1 -0.1 0.0
C -1.5647 -3.5581 -5.2507 0.0 0.1 0.0
C -2.2316 -3.9032 -4.0484 0.0 0.0 0.0
C -2.1543 -3.1154 -2.9374 0.0 0.0 0.0
H -0.1904 -0.6596 -4.0196 0.0 0.0 0.0
H -0.2716 -2.0097 -6.0988 0.0 0.0 0.0
H -1.6203 -4.1763 -6.1357 0.0 0.0 0.0
H -2.8233 -4.8095 -3.9874 0.0 0.0 0.0
H -2.6445 -3.3278 -1.9991 0.0 0.0 0.0

No. 2
94
Properties=species:S:1:pos:R:3:forces:R:3 method="wB97M-V/def2-TZVPD" orbital_gap_ev=8.10 charge=+1 relative_energy_kcal_mol=35.31 total_energy_ha=-6844.02540
Tl 9.2238 14.5518 13.4366 0.7 -0.1 0.0
C 14.8621 17.2944 15.6006 -0.8 1.1 -0.5
C 14.3389 16.2382 14.6218 -0.3 0.5 -0.1
Ge 13.1032 15.0490 15.6159 -0.6 -0.1 -0.9
C 13.7872 13.7216 16.8652 -0.2 1.0 -0.1
C 14.6251 14.3104 18.0026 1.5 0.1 -0.7
C 11.6500 15.7422 16.7613 1.0 -0.6 1.5
C 10.3879 16.1030 16.6232 -1.0 0.1 -1.8
Ge 9.5421 16.6442 14.8527 0.7 0.5 1.0
C 10.7600 17.8696 13.8501 0.6 0.1 0.6
C 11.6832 18.7655 14.7271 -0.3 1.2 -1.1
C 7.7881 17.4432 15.2226 0.1 0.2 0.6
C 8.0879 18.7952 15.8766 -0.8 1.0 0.4
C 9.4160 16.0474 17.7206 -1.4 -0.4 -0.2
C 8.1763 15.3543 17.5394 -0.3 0.0 0.9
C 7.1616 15.3296 18.4918 0.7 1.0 1.0
C 7.3622 15.9966 19.7133 0.9 -0.5 -1.0
C 8.6013 16.5690 19.9051 0.4 0.8 0.1
C 9.5942 16.6924 18.9314 -0.8 -0.9 0.1
H 15.0440 18.3038 15.2042 -0.2 -0.4 -0.6
H 15.7708 17.0807 16.0729 1.3 -0.9 0.8
H 14.1321 17.4816 16.3720 -0.3 0.0 0.5
H 15.1108 15.7518 14.0258 0.1 -0.5 0.5
H 13.7759 16.7463 13.8396 -0.5 0.0 0.1
H 14.3078 13.0403 16.2509 0.9 -1.1 -0.4
H 12.9280 13.2178 17.2954 -0.3 -0.1 -0.1
H 15.6031 14.7616 17.6995 -0.7 -0.5 -0.4
H 14.9450 13.4616 18.6344 -0.6 0.8 0.4
H 14.1278 15.1763 18.4455 -0.2 -0.6 0.7
H 11.8672 15.4313 17.8361 0.1 0.4 -1.2
H 10.1539 18.4943 13.2281 -0.6 0.4 -0.5
H 11.3891 17.3031 13.1634 0.0 -0.3 0.1
H 11.1612 19.6202 15.1955 -0.2 -0.7 0.0
H 12.4499 19.3145 14.1027 -0.5 -1.0 0.5
H 12.1358 18.1805 15.4962 0.6 -0.2 0.5
H 7.1848 16.9077 15.9489 0.2 -0.6 -0.2
H 7.2281 17.4797 14.3051 -0.3 0.4 -0.4
H 8.7383 18.6201 16.7550 0.4 0.3 -0.7
H 7.1911 19.2240 16.4500 0.9 -0.4 -1.4
H 8.4836 19.5128 15.0902 -0.3 -0.5 1.4
H 7.8519 14.7777 16.6991 0.8 -0.1 -1.1
H 6.2190 14.8327 18.3303 0.0 -0.2 -0.3
H 6.6268 16.0422 20.4811 -0.5 -0.1 0.4
H 8.8765 17.0472 20.8170 -0.4 0.3 0.8
H 10.4639 17.2679 19.1868 0.4 0.1 -0.2
O 13.5890 12.9656 13.2742 0.0 0.0 0.4
C 12.4355 13.1562 13.5472 0.0 0.5 -0.2
O 11.9881 14.1633 14.2849 0.1 0.4 1.0
C 11.3219 12.2466 12.9551 0.8 -0.8 -1.6
O 11.7448 11.1875 12.5170 -1.1 0.7 0.7
O 10.0909 12.6773 12.7702 0.4 0.3 0.4
Te 7.9706 15.0232 10.7677 1.2 0.2 -0.9
C 7.7416 17.1594 10.8242 -0.7 -1.0 0.4
C 8.5162 18.1225 10.2295 0.5 -0.5 -0.2
C 8.0715 19.4352 10.2208 -0.3 -0.6 0.6
C 6.8786 19.7526 10.8365 -0.2 -0.7 0.2
C 6.1157 18.7712 11.4989 0.3 1.0 -1.2
C 6.5245 17.4589 11.4518 0.4 -0.4 0.3
C 9.9538 14.7061 9.9621 0.8 -0.2 -0.8
C 10.2268 13.7019 8.9995 -0.6 -0.1 0.7
C 11.5255 13.2956 8.6798 0.0 1.8 1.8
C 12.5786 13.9734 9.3144 -0.2 -0.8 -1.6
C 12.3433 15.0460 10.1198 0.9 0.3 -0.6
C 11.0693 15.4097 10.4136 -1.1 0.7 1.2
H 9.4454 17.8270 9.7606 0.1 0.2 -0.1
H 8.6550 20.1777 9.7492 0.5 0.7 -0.5
H 6.4873 20.7456 10.7456 -0.1 0.4 0.2
H 5.1609 19.1209 11.8298 -0.4 -0.4 0.6
H 5.9614 16.6288 11.8958 -0.1 0.5 -0.1
H 9.3838 13.2018 8.5656 -0.3 -0.3 -0.3
H 11.7634 12.5207 8.0083 -0.2 -0.8 -0.8
H 13.5809 13.7631 9.0077 0.5 -0.4 0.1
H 13.1636 15.6964 10.3870 0.1 -0.1 0.4
H 11.0449 16.2756 11.0514 -0.8 0.3 0.3
C 11.4030 10.2221 17.3768 -0.8 0.7 -2.0
C 10.1692 10.4250 16.4879 -0.6 -0.7 -0.4
C 10.0823 10.0639 15.1266 -0.9 1.6 0.7
C 9.0431 10.5345 14.2644 1.4 -0.9 1.1
C 7.9898 11.1920 14.8820 -0.1 1.1 0.8
C 7.9918 11.4770 16.2872 -0.3 0.5 -0.9
C 9.0715 11.0794 17.0399 0.2 0.3 -0.2
S 6.7662 12.1884 14.0469 -0.3 -1.3 -1.2
C 6.9870 11.6089 12.3095 -0.5 0.0 0.5
O 7.2633 13.6185 14.0767 0.0 0.5 0.1
H 12.2085 10.6469 16.7870 0.5 0.1 0.2
H 11.6578 9.1982 17.5449 -0.1 -0.7 0.4
H 11.2746 10.8099 18.2674 0.1 -0.1 0.5
H 10.9532 9.6494 14.7220 1.0 -0.8 -0.9
H 9.2613 10.4485 13.1833 -0.7 0.0 0.8
H 7.2534 12.1965 16.7356 0.5 -1.1 -0.6
H 9.1718 11.3921 18.0540 -0.3 0.2 0.7
H 7.8592 12.0172 11.8348 0.6 0.3 0.2
H 6.1271 11.8221 11.6778 -0.2 0.2 0.4
H 7.1083 10.5436 12.3506 0.0 -0.6 0.1

No. 3
91
Properties=species:S:1:pos:R:3:forces:R:3 method="wB97M-V/def2-TZVPD" orbital_gap_ev="7.72 / 8.39" charge=+1 spin_multiplicity=3 total_energy_ha=-3790.76638 s_squared=2.0182
V -16.0920 -9.3833 -5.0907 -0.2 -0.1 0.0
C -18.3418 -9.7911 -8.7751 0.2 -0.7 0.2
C -18.0207 -10.3227 -7.3939 0.6 -0.6 -0.4
C -18.4228 -9.6575 -6.2365 -0.7 0.2 0.2
C -18.3321 -10.2865 -4.9794 0.2 1.0 0.4
C -17.7481 -11.5342 -4.8430 -0.4 -0.6 0.3
C -17.3342 -12.1945 -5.9977 0.5 0.5 -0.7
C -17.3688 -11.5778 -7.2464 -0.9 0.9 0.4
H -17.6549 -10.2090 -9.5173 0.0 0.2 0.1
H -18.3254 -8.7158 -8.8147 0.0 0.3 -0.1
H -19.3449 -10.1251 -9.0601 0.0 0.1 0.1
H -18.9583 -8.6975 -6.2989 0.4 -0.5 -0.1
H -18.6576 -9.7437 -4.0836 -0.1 -0.2 -0.3
H -17.7189 -12.0029 -3.8475 0.1 0.2 -0.8
H -16.9255 -13.1771 -5.9725 0.3 -0.6 0.4
H -16.9398 -12.0490 -8.1245 -0.2 -0.1 0.1
C -17.8075 -6.3872 -4.7398 0.0 0.3 -0.4
Si -16.4548 -6.2884 -6.0664 -0.2 0.2 0.2
C -15.6636 -4.5920 -5.8196 -0.2 -0.6 0.5
C -17.2855 -6.3382 -7.7217 -0.3 0.0 0.0
N -15.4706 -7.7209 -5.8883 -0.1 1.0 -0.3
P -14.1500 -8.4873 -6.4897 -0.1 0.3 -0.2
C -14.3105 -9.9779 -5.7283 0.5 -0.5 -0.3
P -13.8452 -10.2683 -4.1209 -0.6 -0.2 -0.3
N -15.2695 -9.8525 -3.4002 0.5 -0.2 1.7
Si -15.8715 -9.9634 -1.7468 -0.1 0.3 0.5
C -14.5885 -9.8241 -0.3637 0.9 -0.8 -0.8
C -17.0686 -8.5408 -1.4161 -0.6 -1.4 0.2
C -16.8490 -11.5712 -1.5302 0.9 0.2 0.4
C -13.4767 -12.0131 -3.9004 -0.2 -0.5 -0.9
C -13.7884 -12.8732 -4.9927 0.2 0.7 1.0
C -13.6251 -14.2243 -4.8351 -0.1 -0.7 -0.3
C -13.1852 -14.7389 -3.6160 -0.3 -0.2 -0.6
C -12.8845 -13.9232 -2.5559 0.1 0.4 -0.4
C -12.9857 -12.5446 -2.7164 -0.4 0.0 0.6
C -12.4175 -9.3753 -3.5235 -0.1 -0.1 0.4
C -12.6034 -8.2052 -2.7956 1.3 0.0 0.2
C -11.4657 -7.6100 -2.2120 -0.6 -1.0 -0.9
C -10.2140 -8.1558 -2.4232 0.3 0.2 -0.3
C -10.0356 -9.2374 -3.2749 0.6 -0.7 0.3
C -11.1389 -9.9083 -3.7600 -0.7 0.6 -0.1
C -12.6615 -7.5014 -6.2897 0.5 0.3 0.2
C -11.5079 -7.8459 -7.0271 -0.8 0.5 0.0
C -10.4008 -7.0212 -6.9548 0.8 -0.4 0.4
C -10.3835 -5.9259 -6.0892 0.5 0.7 -0.7
C -11.5054 -5.5732 -5.3603 0.2 -0.9 -0.2
C -12.6422 -6.3955 -5.4403 0.9 0.5 -0.3
C -14.2732 -8.7048 -8.2654 0.1 0.4 0.1
C -14.2072 -9.9697 -8.8404 0.3 0.3 0.9
C -14.3035 -10.0896 -10.1982 -0.8 0.5 -1.6
C -14.5546 -8.9677 -10.9980 0.6 0.8 1.4
C -14.6031 -7.6844 -10.3981 -0.4 -1.0 -1.0
C -14.4369 -7.5511 -9.0491 0.1 -1.1 0.5
H -17.9688 -5.3772 -4.3679 0.2 0.1 0.3
H -18.8005 -6.6599 -5.0802 -0.1 -0.4 -0.3
H -17.5492 -7.0208 -3.9037 0.1 -0.2 0.4
H -16.4348 -3.8286 -5.9484 -0.1 -0.1 -0.1
H -15.2721 -4.4554 -4.8055 0.1 -0.1 -0.1
H -14.8808 -4.4010 -6.5292 0.5 0.2 -0.3
H -18.1858 -5.7375 -7.6248 -0.2 0.3 -0.2
H -16.7148 -5.9747 -8.5785 -0.1 -0.2 0.1
H -17.6242 -7.3669 -7.8757 0.2 0.3 -0.2
H -13.8399 -9.0342 -0.4585 -0.2 0.1 -0.1
H -14.9961 -9.7811 0.6304 -0.7 0.3 0.3
H -14.0198 -10.7669 -0.3276 0.0 0.1 -0.2
H -16.6377 -7.5678 -1.4670 0.4 0.8 0.0
H -17.9683 -8.5721 -2.0290 0.0 0.1 -0.3
H -17.4628 -8.7355 -0.4028 0.3 0.3 -0.2
H -16.5344 -12.3513 -2.2367 -0.5 0.3 0.0
H -16.7005 -12.0228 -0.5492 0.2 0.2 0.2
H -17.8892 -11.2732 -1.5254 -0.5 -0.4 -0.6
H -14.1594 -12.4695 -5.9211 0.0 0.2 0.0
H -13.8534 -14.8987 -5.6743 0.1 0.3 0.5
H -13.1088 -15.7996 -3.5122 0.1 -0.5 0.1
H -12.5739 -14.3637 -1.6317 0.2 0.0 0.4
H -12.7795 -11.9253 -1.8436 0.1 0.1 -0.4
H -13.5954 -7.7989 -2.6851 -0.1 0.1 0.2
H -11.5368 -6.7264 -1.6485 -0.3 1.0 0.8
H -9.3285 -7.7353 -1.9564 -0.2 0.2 0.0
H -9.0168 -9.6123 -3.4463 -0.6 0.1 0.0
H -11.0739 -10.8148 -4.3334 0.3 -0.2 -0.2
H -11.5784 -8.6915 -7.7031 0.3 0.0 0.0
H -9.4612 -7.2586 -7.4639 -0.5 0.0 -0.1
H -9.4852 -5.2718 -6.0889 -0.7 -0.6 0.2
H -11.4095 -4.7099 -4.7191 -0.5 0.0 0.1
H -13.4902 -6.1156 -4.8581 -0.6 -0.1 0.2
H -13.9997 -10.8402 -8.2226 -0.2 0.2 0.1
H -14.2934 -11.0546 -10.6702 0.2 -0.3 -0.1
H -14.5999 -9.0396 -12.0618 -0.3 -0.2 -0.5
H -14.8716 -6.8172 -10.9765 0.3 0.2 -0.3
H -14.4439 -6.5857 -8.5864 0.0 0.4 0.2

What is the charge in the third record? +1

What is the charge in the first record? -2

Which value of charge does entry 2 give? +1